(1)
19
Properties=species:S:1:pos:R:3:forces:R:3:lowdin_charge:R:1 method="wB97M-V/def2-TZVPD" de_lowest_ev=0.9882 energy_ha=-344.34871 homo_ev=-9.0695 smiles="[H]/N=C/NCCC.O" gap_ev=10.11 lumo_energy_ev=1.045 fmax_ev_per_a=2.07 multiplicity=1
C -0.956 -1.844 1.161 0.3 -0.5 0.1 -0.10
C 0.560 -1.585 1.253 0.0 -0.2 -1.4 -0.22
C 1.154 -1.193 -0.154 -0.6 -0.1 1.1 -0.20
N 0.518 -0.030 -0.745 0.2 0.6 0.0 0.00
C 1.042 1.193 -0.529 0.3 0.6 2.0 -0.30
N 0.387 2.303 -0.530 0.2 -0.3 -1.1 0.04
H -1.505 -1.136 0.554 0.1 0.3 -0.1 0.04
H -1.090 -2.829 0.705 -0.2 0.1 0.0 0.07
H -1.459 -1.856 2.128 0.2 -0.1 0.1 0.07
H 1.063 -2.526 1.492 0.0 0.0 0.3 0.10
H 0.839 -0.863 2.015 -0.1 0.3 0.0 0.10
H 2.215 -0.975 -0.032 0.0 0.0 -0.1 0.11
H 1.063 -2.040 -0.833 -0.1 0.0 0.0 0.11
H -0.489 0.027 -0.807 -0.2 -0.6 -0.3 0.08
H 2.018 1.179 -0.025 0.4 -0.2 -0.9 0.13
H 1.025 3.094 -0.492 -0.2 -0.2 0.4 0.05
H -1.284 1.777 -0.523 -0.4 0.1 -0.2 -0.02
H -2.789 1.803 -0.922 0.3 -0.4 0.1 0.04
O -2.087 1.201 -0.633 -0.2 0.4 0.1 -0.11

(2)
15
Properties=species:S:1:pos:R:3:forces:R:3:lowdin_charge:R:1 method="wB97M-V/def2-TZVPD" de_lowest_ev=0.2595 energy_ha=-2455.54490 homo_ev="-18.2583 / -19.8115" total_charge=+2 gap_ev="5.72 / 10.06" lumo_energy_ev="-12.535 / -9.748" fmax_ev_per_a=6.71 multiplicity=1
O 0.263 -1.681 -1.126 -0.6 1.2 -0.5 -0.04
C -0.412 -2.430 -0.292 0.0 1.6 4.4 -0.60
C 0.366 -0.074 -0.275 -0.7 1.3 0.9 0.13
O -0.270 -3.660 -0.401 -1.0 -1.1 -0.2 0.17
O -0.910 -1.822 0.733 -0.3 -0.9 -0.9 0.19
C -0.862 -0.375 0.590 0.0 0.3 -0.2 -0.02
Ga 0.560 -3.245 -2.030 1.6 -2.5 -3.0 1.23
H 0.115 0.456 -1.199 1.1 -0.1 0.4 0.15
H 1.314 -0.311 0.220 -0.1 0.3 -1.0 0.17
H -1.790 -0.052 0.108 0.1 -0.1 0.2 0.17
H -0.777 0.037 1.598 0.0 -0.1 -0.2 0.17
O 0.738 3.869 0.919 -1.2 -1.2 -3.0 0.15
C 0.432 2.844 0.064 2.7 -1.3 6.0 0.00
O 0.736 1.749 0.609 -1.7 1.7 -3.0 0.02
H 0.499 4.694 0.482 0.0 0.8 0.0 0.14

(3)
28
Properties=species:S:1:pos:R:3:forces:R:3:lowdin_charge:R:1 method="wB97M-V/def2-TZVPD" de_lowest_ev=0.0000 energy_ha=-998.16905 homo_ev=-6.6400 gap_ev=7.41 lumo_energy_ev=0.774 fmax_ev_per_a=4.20 multiplicity=1
C 0.165 -1.342 0.933 1.3 3.2 -2.5 -0.41
C -0.117 1.900 0.223 1.2 1.3 0.7 -0.34
C 0.948 1.354 -0.783 0.2 0.0 1.2 -0.29
C -1.510 1.320 0.237 0.0 -0.5 2.4 -0.29
C 2.595 0.255 1.266 1.6 2.0 -2.0 -0.23
C 2.333 -1.249 -1.221 0.4 -1.6 -0.3 -0.23
C -2.579 -1.204 1.370 -0.2 0.8 0.5 -0.26
C -1.954 -0.915 -1.451 0.4 -1.2 2.3 -0.20
P 1.429 -0.252 0.027 -2.1 -3.0 -0.1 0.69
P -1.248 -0.610 0.318 -1.2 0.8 -1.1 0.59
H 0.343 1.610 1.203 -0.4 0.8 -0.4 0.08
H -0.138 3.015 0.145 0.0 -0.8 0.2 0.11
H 0.727 1.278 -1.829 -0.9 -0.4 -0.5 0.07
H 1.816 2.041 -0.803 -0.2 -0.4 0.4 0.08
H -2.091 1.639 1.201 1.3 -0.5 -1.3 0.11
H -2.083 1.807 -0.525 -0.5 -0.6 -1.0 0.06
H 2.988 1.195 0.771 -0.5 -0.4 1.3 0.07
H 2.043 0.383 2.157 -0.3 0.4 1.0 0.03
H 3.521 -0.263 1.404 0.1 -1.1 0.2 0.04
H 3.365 -1.403 -0.847 -0.2 0.5 -0.8 0.04
H 1.927 -2.263 -1.110 -0.2 0.1 0.5 0.03
H 2.227 -1.209 -2.342 0.4 1.1 1.1 0.06
H -2.525 -0.569 2.295 -0.4 -0.7 -0.8 0.06
H -3.539 -1.177 0.849 -0.1 0.2 0.4 0.04
H -2.346 -2.226 1.630 0.1 -0.3 0.1 0.03
H -2.433 -1.880 -1.245 0.5 -0.4 -0.8 0.03
H -2.769 -0.301 -1.773 -0.1 0.9 -0.1 0.02
H -1.093 -0.935 -2.100 -0.1 -0.3 -0.6 0.02

(4)
45
Properties=species:S:1:pos:R:3:forces:R:3:lowdin_charge:R:1 method="wB97M-V/def2-TZVPD" de_lowest_ev=7.9828 energy_ha=-1146.34671 homo_ev=-9.9990 gap_ev=9.33 lumo_energy_ev=-0.666 fmax_ev_per_a=5.94 multiplicity=1
H 1.445 0.067 -0.226 -2.9 -1.4 0.2 0.09
H -0.176 -0.148 -0.300 -0.2 0.2 -1.0 0.03
H -0.342 0.093 -3.036 -0.3 -1.4 1.6 0.12
H -1.237 -0.692 -1.970 -1.3 -0.2 -0.6 -0.02
H 0.154 -1.146 3.964 2.5 1.2 -1.1 0.07
H 0.847 -0.139 2.990 -0.8 0.9 -1.4 -0.06
H -1.997 -0.697 3.367 0.5 -0.2 -1.3 0.09
H -1.322 -1.679 2.466 0.8 -5.2 -0.7 -0.03
H 0.881 -2.254 -1.997 -0.1 -0.6 1.7 0.08
H 1.158 -2.083 -0.473 0.2 0.6 0.3 0.00
H 0.908 3.809 -1.636 -0.3 -0.6 0.5 0.04
H 1.644 4.934 -1.296 2.2 2.9 -1.0 -0.01
H -1.878 3.382 -0.264 -0.6 0.1 2.2 0.07
H -1.992 3.332 1.383 0.6 0.2 -0.5 0.04
H 5.793 -0.691 0.124 -1.0 0.5 -0.2 -0.01
H 5.682 -1.911 1.212 1.4 1.9 -2.0 0.10
H -2.761 -3.945 0.751 -1.2 2.1 0.3 0.08
H -3.575 -3.001 -0.100 -0.2 0.3 -0.4 0.00
H -2.031 -3.301 -1.796 -4.0 -0.2 -2.3 -0.02
H -0.934 -2.577 -1.318 1.1 -0.1 0.6 -0.02
H 3.030 0.367 -2.532 1.4 0.6 -0.1 0.03
H 2.498 -0.563 -1.405 0.4 0.2 -0.9 0.03
H 0.491 1.150 0.533 -0.8 1.4 -1.0 0.01
H 0.711 1.709 1.947 -0.1 0.9 0.2 0.08
H 4.179 2.267 0.542 -0.6 -0.7 -1.1 0.08
H 3.133 1.204 0.611 -0.6 -0.4 0.5 0.00
H -2.560 0.570 -1.803 -0.6 0.0 -0.1 0.07
H -2.551 -0.368 -0.706 2.5 -1.4 5.1 -0.03
H -4.141 1.611 -0.282 0.7 -0.5 -1.2 -0.04
H -4.697 1.938 0.959 -0.9 0.7 -0.6 0.05
O 0.630 -0.503 0.033 3.4 -1.9 -1.5 -0.12
O -0.349 -0.524 -2.238 1.0 1.9 -2.5 -0.08
O 1.053 -0.790 3.624 -1.3 -2.3 2.7 -0.08
O -1.477 -0.809 2.531 -1.9 5.4 1.7 -0.02
O 0.707 -2.640 -1.090 2.5 -0.7 -2.1 -0.10
O 1.143 4.321 -0.849 -1.9 -2.4 0.5 -0.02
O -2.462 3.286 0.546 0.4 -0.1 -1.6 -0.07
O 6.282 -1.357 0.580 -0.4 -2.4 2.2 -0.09
O -3.349 -3.111 0.821 1.5 -2.2 0.2 -0.09
O -1.273 -3.468 -1.343 0.3 -1.2 1.2 -0.03
O 2.289 -0.135 -2.253 -1.1 -0.8 0.6 -0.03
O 0.758 0.933 1.389 1.2 2.8 5.1 -0.07
O 3.633 1.679 -0.044 1.2 1.0 0.7 -0.06
O -3.031 -0.189 -1.425 -2.3 1.6 -4.6 0.03
O -4.916 2.069 0.008 -0.2 -0.3 1.7 -0.07